1.
The following is a quantum chemistry calculation of 2 unconnected molecules or ions with the total composition C6H12N3O2 in a non-equilibrium geometry, from the Open Molecules 2025 dataset.

Charge: +1
HOMO energy (alpha / beta) in eV: -13.689 / -11.273
Energy above the lowest of the compared OMol25 structures with the same formula, charge and spin in kJ/mol: 707.6

Each line ends with the natural charge from an NBO analysis.
Element x y z (Å)
C (-0.9557, 1.3872, 0.9809)  0.5764
C (2.0293, 0.1068, -0.5768)  0.6084
C (-0.8324, -2.5118, -1.1413)  -0.3550
C (-1.1710, -1.9356, 0.1616)  -0.3544
C (-0.1468, -1.1873, -0.7591)  -0.3065
C (1.2149, -1.1711, -0.4323)  -0.0939
N (-2.2525, 1.1418, 1.3055)  -0.8050
N (3.3896, -0.0462, -0.4475)  -0.7964
N (-0.4309, 2.5092, 0.8442)  -0.3357
O (1.4247, 1.1902, -0.7062)  -0.6506
O (-1.2320, 3.7688, 1.0851)  -0.5305
H (-0.0751, -3.3161, -1.2330)  0.2422
H (-1.5991, -2.4114, -1.9275)  0.2481
H (-2.1106, -1.5738, 0.3180)  0.2032
H (-0.7660, -2.3846, 0.9885)  0.2279
H (-0.6200, -0.2837, -1.1913)  0.2642
H (1.8932, -2.0097, -0.2760)  0.2062
H (-2.3710, 0.0933, 1.2190)  0.4339
H (-2.7480, 1.7557, 1.8750)  0.4340
H (3.8740, -0.9532, -0.4878)  0.4136
H (3.9787, 0.7547, -0.4962)  0.4153
H (0.5345, 2.8756, 0.6346)  0.4730
H (-1.0278, 4.2011, 0.2623)  0.4816


2.
The following is a quantum chemistry calculation of a molecular structure, C43H58N5O2PY in a non-equilibrium geometry, from the Open Molecules 2025 dataset.

Charge: -1
HOMO energy in eV: -3.957

Each line ends with the Mulliken charge.
Element x y z (Å)
Y (0.1401, -0.1932, 0.3801)  0.7648
O (0.9345, 1.8166, -0.2114)  0.2728
C (1.5371, 2.8285, 0.3242)  -0.0787
C (1.3781, 4.1094, -0.2238)  -0.6037
C (2.0919, 5.2094, 0.2474)  -0.4784
C (2.9838, 5.0483, 1.3326)  -0.6121
C (2.9278, 3.9214, 2.1036)  -1.1312
C (2.2558, 2.7882, 1.5696)  1.0340
C (2.4317, 1.5893, 2.3654)  -0.9196
N (1.6740, 0.5114, 2.2490)  0.7314
C (1.7599, -0.3391, 3.4482)  -1.2382
C (1.5189, -1.7951, 3.0063)  -0.8373
N (0.2844, -1.8848, 2.2187)  0.5193
C (-0.5212, -2.8417, 2.5420)  -0.4611
C (-1.8393, -3.1182, 2.0557)  0.5784
C (-2.4278, -4.3563, 2.3748)  -0.7544
C (-3.5824, -4.8069, 1.7226)  -0.7773
C (-4.2247, -3.9300, 0.7988)  -0.3307
C (-3.6956, -2.7018, 0.5315)  -0.7662
C (-2.4307, -2.3031, 1.0267)  -0.1993
O (-1.8877, -1.2153, 0.6267)  0.4119
H (0.7247, 4.1623, -1.0601)  0.5333
H (2.0829, 6.1952, -0.2549)  0.3418
H (3.6708, 5.8941, 1.5682)  0.3191
H (3.5543, 3.8367, 2.9629)  0.3798
H (3.0854, 1.6546, 3.2380)  0.1956
H (1.0751, -0.0592, 4.2188)  0.3054
H (2.7936, -0.2157, 3.8979)  0.4427
H (1.3841, -2.4135, 3.9141)  0.5680
H (2.3895, -2.2176, 2.4985)  0.1316
H (-0.1206, -3.5904, 3.2243)  0.1781
H (-1.8918, -4.9767, 3.1075)  0.3343
H (-4.0208, -5.7994, 1.8613)  0.3425
H (-5.1254, -4.2730, 0.2676)  0.3850
H (-4.1983, -1.9853, -0.1546)  0.3302
C (-2.8477, 1.3151, 4.9367)  -1.8649
C (-2.7524, 1.6692, 3.4564)  1.0867
C (-3.4416, 2.9553, 3.1337)  0.4110
C (-4.1409, 3.7464, 4.0835)  -0.5988
C (-4.7557, 4.9340, 3.7095)  -0.9203
C (-4.7210, 5.3764, 2.4030)  -0.6555
C (-3.9633, 4.7091, 1.4994)  0.4925
C (-3.6720, 5.3282, 0.1516)  -0.1222
C (-4.8981, 5.9612, -0.5859)  -1.3393
C (-3.4300, 3.4259, 1.7786)  -0.3506
N (-2.8091, 2.6196, 0.8883)  0.2788
C (-3.4218, 2.2685, -0.1970)  -0.6328
C (-2.9239, 1.3432, -1.1640)  0.2657
C (-3.7050, 1.0285, -2.3338)  -0.9873
C (-2.8050, 0.3669, -3.1961)  -1.0693
C (-1.5797, 0.2781, -2.5252)  0.1797
N (-1.6059, 0.8924, -1.3276)  0.1974
H (-2.4087, 0.3295, 5.1353)  0.3896
H (-3.8661, 1.1554, 5.3099)  0.4361
H (-2.3006, 1.9810, 5.5971)  0.3908
H (-3.1730, 0.8444, 2.8625)  0.1085
H (-1.6808, 1.8054, 3.1885)  -0.0894
H (-4.2981, 3.3951, 5.1176)  0.2521
H (-5.2368, 5.5322, 4.5018)  0.3006
H (-5.1811, 6.3207, 2.2147)  0.2792
H (-3.2264, 4.4988, -0.4537)  0.2035
H (-2.8023, 6.0269, 0.2997)  0.3459
H (-5.7427, 5.2781, -0.6252)  0.3605
H (-4.7067, 6.3046, -1.5954)  0.3940
H (-5.2608, 6.7926, 0.0144)  0.2957
H (-4.4380, 2.6621, -0.4565)  0.2494
H (-4.7830, 1.1398, -2.4758)  0.3791
H (-3.0518, 0.0534, -4.2503)  0.2976
H (-0.6167, -0.0626, -2.9105)  0.0218
C (2.2420, 0.2289, -3.6962)  -1.5632
C (3.2967, -0.7221, -3.0692)  2.3078
C (4.1651, -1.3229, -4.1832)  -1.9144
C (4.2088, 0.1543, -2.1546)  -2.0237
P (2.3614, -2.0062, -1.9955)  -0.9734
N (1.3375, -1.2497, -1.1270)  1.3184
C (3.5339, -2.8859, -0.8209)  2.1817
C (4.7234, -3.6330, -1.5238)  -1.7732
C (2.7142, -3.9299, 0.0069)  -1.4271
C (4.1289, -1.8532, 0.1738)  -1.8170
C (1.4024, -3.3578, -3.0200)  2.1513
C (0.7261, -2.7162, -4.2501)  -1.7046
C (2.2218, -4.5452, -3.4792)  -2.0581
C (0.1669, -3.9074, -2.1931)  -1.7770
H (2.7134, 1.0420, -4.1505)  0.7303
H (1.5733, 0.6042, -2.9097)  -0.0111
H (1.6321, -0.2096, -4.5206)  0.2847
H (4.4431, -0.5438, -4.8483)  0.5683
H (3.5786, -2.0172, -4.8171)  0.2000
H (5.0671, -1.8011, -3.7887)  0.3609
H (4.4739, 1.0292, -2.7404)  0.6543
H (5.1402, -0.3215, -1.8561)  0.3363
H (3.6963, 0.5547, -1.2905)  0.2299
H (4.5274, -4.6021, -1.9509)  0.2972
H (5.5006, -3.8317, -0.7774)  0.5234
H (5.1951, -3.0014, -2.2836)  0.2037
H (2.4255, -4.8472, -0.5807)  0.2462
H (1.7892, -3.4932, 0.3827)  -0.0523
H (3.3100, -4.3826, 0.8411)  0.4344
H (4.8082, -1.1466, -0.3416)  0.2458
H (4.7595, -2.3260, 0.9305)  0.5713
H (3.3486, -1.2998, 0.6640)  0.0496
H (1.4674, -2.2070, -4.9179)  0.2915
H (-0.0857, -2.0153, -4.0001)  0.0980
H (0.2319, -3.5375, -4.7778)  0.6434
H (3.1038, -4.3262, -4.0359)  0.3361
H (1.5701, -5.1672, -4.0860)  0.5328
H (2.5223, -5.2007, -2.6389)  0.2882
H (-0.4545, -3.0374, -1.9968)  0.2589
H (0.3710, -4.4264, -1.2876)  0.3532
H (-0.4031, -4.5674, -2.8526)  0.4993


3.
The following is a quantum chemistry calculation of 2 unconnected molecules or ions with the total composition C9H14O in a non-equilibrium geometry, from the Open Molecules 2025 dataset.

Charge: 0
HOMO energy in eV: -9.169
Energy above the lowest of the compared OMol25 structures with the same formula, charge and spin in kJ/mol: 95.4
Structure (SMILES): Cc1ccccc1.CCO

Each line ends with the natural charge from an NBO analysis.
Element x y z (Å)
C (-0.4889, -3.2260, -1.0054)  -0.6363
C (0.2805, -2.2158, -0.1870)  0.0045
C (0.3607, -0.9158, -0.6725)  -0.2305
C (1.0284, 0.0244, 0.1133)  -0.1913
C (1.6331, -0.2558, 1.3310)  -0.2350
C (1.3393, -1.5226, 1.8505)  -0.1848
C (0.7376, -2.5078, 1.0857)  -0.2363
H (-0.4527, -4.1470, -0.4250)  0.2084
H (-0.0584, -3.5073, -1.9645)  0.2205
H (-1.5603, -2.9989, -1.1108)  0.2207
H (-0.0311, -0.6313, -1.6397)  0.2106
H (1.0767, 1.0236, -0.3053)  0.2046
H (2.1605, 0.4680, 1.9359)  0.2207
H (1.6294, -1.8092, 2.8597)  0.2089
H (0.6967, -3.5379, 1.4223)  0.2113
C (-0.5589, 3.7619, -1.2915)  -0.6338
C (-1.0305, 2.4870, -0.5568)  -0.0690
O (-2.2418, 2.8574, 0.0977)  -0.7437
H (-0.0193, 3.4987, -2.2214)  0.2013
H (0.0631, 4.3581, -0.6261)  0.2097
H (-1.3866, 4.3466, -1.6739)  0.2218
H (-1.1122, 1.6821, -1.2851)  0.1659
H (-0.3754, 2.2799, 0.2930)  0.1780
H (-2.9774, 2.2840, -0.0343)  0.4737


4.
The following is a quantum chemistry calculation of a molecular structure, C23H18Cl2IrN5O7S3 in a non-equilibrium geometry, from the Open Molecules 2025 dataset.

Charge: +1
HOMO energy (alpha / beta) in eV: -9.514 / -9.580
Multiplicity: 2
Energy above the lowest of the compared OMol25 structures with the same formula, charge and spin in kJ/mol: 295.7

Each line ends with the Mulliken spin population.
Element x y z (Å)
Ir (-0.3267, -0.0967, -0.1449)  0.7516
C (3.0687, 3.2792, 0.1999)  0.0016
C (2.0430, 2.1835, 0.2313)  0.0175
N (2.0623, 1.1216, -0.4690)  0.0062
N (3.0490, 0.8904, -1.3772)  0.0095
C (2.9905, -0.2057, -2.1129)  0.0085
N (3.7960, -0.3827, -3.1400)  -0.0003
S (1.7580, -1.4892, -1.8486)  0.0059
C (0.8719, 2.3487, 1.1479)  -0.0046
C (0.9158, 3.3463, 2.1147)  0.0004
C (-0.1230, 3.5023, 3.0148)  -0.0031
C (-1.2038, 2.6458, 2.9210)  0.0029
C (-1.2031, 1.6814, 1.9344)  0.0024
N (-0.2027, 1.5299, 1.0561)  0.0237
H (3.7740, 3.1863, -0.6226)  0.0003
H (3.6449, 3.2842, 1.1263)  0.0001
H (2.5845, 4.2486, 0.0925)  0.0000
H (3.7748, 1.5802, -1.5541)  -0.0014
H (4.4900, 0.2953, -3.4236)  0.0005
H (3.7914, -1.2765, -3.6068)  -0.0001
H (1.7742, 3.9967, 2.1743)  0.0002
H (-0.0817, 4.2732, 3.7713)  -0.0002
H (-2.0467, 2.7090, 3.5936)  0.0002
H (-2.0259, 0.9896, 1.8149)  0.0011
O (-2.1941, -3.5851, 0.7444)  0.0002
S (-1.0335, -2.7530, 0.7823)  -0.0059
O (-0.4716, -2.4253, -0.5475)  0.0133
O (-1.1747, -1.4739, 1.5160)  0.0060
C (0.2395, -3.7520, 1.5870)  0.0030
C (-0.2374, -4.8954, 2.2054)  -0.0012
C (0.6215, -5.8085, 2.8080)  0.0006
C (1.9854, -5.5981, 2.7869)  0.0000
C (2.4898, -4.4587, 2.1751)  0.0004
C (1.6303, -3.5427, 1.5865)  -0.0015
S (2.4245, -2.0752, 1.0286)  0.0147
O (2.4966, -2.3039, -0.6168)  -0.0004
O (3.8085, -2.0928, 1.3579)  -0.0002
O (1.6103, -0.9580, 1.3733)  0.0206
H (-1.3017, -5.0785, 2.1925)  -0.0001
H (0.2102, -6.6889, 3.2825)  0.0001
H (2.6634, -6.3039, 3.2459)  0.0000
H (3.5527, -4.2672, 2.1698)  0.0001
Cl (0.0738, 3.6149, -3.4240)  -0.0001
C (-1.4006, 2.8100, -2.9848)  0.0027
C (-2.6110, 3.2615, -3.5332)  0.0024
C (-3.7879, 2.6483, -3.2112)  -0.0016
Cl (-5.2687, 3.2119, -3.9117)  0.0003
C (-3.8058, 1.5517, -2.3144)  0.0138
C (-4.9613, 0.8312, -1.9346)  -0.0066
C (-4.8464, -0.2301, -1.0819)  0.0074
C (-3.5789, -0.5747, -0.5751)  -0.0320
N (-2.4961, 0.0919, -0.8935)  0.1403
C (-2.5800, 1.1314, -1.7631)  -0.0878
C (-1.3343, 1.7434, -2.1091)  0.0731
O (-0.2007, 1.3232, -1.6050)  0.0130
H (-2.6001, 4.0976, -4.2179)  0.0000
H (-5.9220, 1.1247, -2.3346)  0.0001
H (-5.7091, -0.8094, -0.7860)  0.0002
H (-3.4660, -1.4078, 0.1090)  0.0025